The following is a DFT calculation (wB97M-V/def2-TZVPD) of C5H11NO2 in the gas phase in a non-equilibrium geometry.

Each line ends with the natural charge from an NBO analysis.
CARTESIAN COORDINATES (ANGSTROEM)
C1 0.656 -0.230 0.338  -0.231
C2 -0.352 1.098 0.467  -0.197
C3 -0.782 1.378 2.035  -0.621
C4 -1.529 0.760 -0.426  -0.636
N1 0.822 -0.558 -1.092  -0.651
C5 1.101 -1.890 -1.379  0.892
O1 2.048 -2.120 -2.402  -0.722
O2 0.706 -2.792 -0.596  -0.641
H1 1.542 -0.086 0.938  0.191
H2 0.169 -1.022 0.991  0.233
H3 0.317 1.905 0.057  0.187
H4 -1.337 2.334 2.097  0.216
H5 0.137 1.310 2.778  0.219
H6 -1.601 0.736 2.193  0.206
H7 -2.416 0.755 0.300  0.202
H8 -1.457 -0.202 -0.925  0.232
H9 -1.646 1.575 -1.200  0.215
H10 1.361 0.107 -1.596  0.396
H11 2.261 -3.057 -2.579  0.512

Output
Orbital gap, eV: 10.76
Total charge: 0
Structure (SMILES): CC(C)CNC(=O)O
Multiplicity: 1

***

The following is a DFT calculation (wB97M-V/def2-TZVPD) of 2 unconnected molecules or ions with the total composition C5H11NO2 in a non-equilibrium geometry.

Each line ends with the natural charge from an NBO analysis.
CARTESIAN COORDINATES (ANGSTROEM)
C1 0.726 -1.891 0.840  -0.649
C2 0.679 0.522 1.668  -0.655
C3 0.818 -0.426 0.507  0.018
C4 1.342 -0.016 -0.678  -0.413
H1 0.649 1.565 1.336  0.219
H2 1.625 -2.232 1.360  0.217
H3 -0.141 -2.077 1.482  0.213
H4 0.602 -2.498 -0.063  0.223
H5 1.513 0.414 2.367  0.222
H6 -0.251 0.318 2.209  0.209
H7 1.639 1.015 -0.838  0.198
H8 1.558 -0.718 -1.476  0.192
N1 -1.184 0.883 -1.690  -0.366
C5 -1.770 0.112 -0.683  0.511
O1 -0.955 2.249 -1.415  -0.539
O2 -2.237 -0.999 -0.902  -0.593
H9 -1.767 2.685 -1.736  0.474
H10 -0.819 0.381 -2.494  0.391
H11 -2.028 0.711 0.206  0.127

Output
Orbital gap, eV: 9.55
Total charge: 0
Structure (SMILES): C=C(C)C.O=CNO
Multiplicity: 1

***

The following is a DFT calculation (wB97M-V/def2-TZVPD) of 2 unconnected molecules or ions with the total composition C5H11NO2 in a non-equilibrium geometry.

Each line ends with the natural charge from an NBO analysis.
CARTESIAN COORDINATES (ANGSTROEM)
C1 -2.496 0.035 0.217  -0.003
C2 -1.612 -1.062 -0.320  -0.658
C3 2.412 -0.699 0.562  -0.411
C4 1.622 1.164 -0.753  -0.416
N1 1.312 0.206 0.291  -0.633
C5 -1.950 1.133 0.653  0.630
O1 -3.874 -0.151 0.215  -0.675
O2 -1.365 2.056 1.077  -0.475
H1 -4.089 -0.761 -0.500  0.477
H2 1.073 0.710 1.142  0.359
H3 -0.565 -0.784 -0.204  0.275
H4 -1.823 -1.232 -1.377  0.201
H5 -1.800 -1.985 0.229  0.211
H6 2.606 -1.287 -0.337  0.189
H7 2.127 -1.375 1.366  0.201
H8 3.343 -0.186 0.843  0.165
H9 2.526 1.755 -0.547  0.166
H10 0.779 1.842 -0.871  0.208
H11 1.773 0.623 -1.688  0.188

Output
Orbital gap, eV: 8.82
Total charge: 0
Structure (SMILES): CC(O)=C=O.CNC
Multiplicity: 1

***

The following is a DFT calculation (wB97M-V/def2-TZVPD) of a molecular structure, C5H11NO2 in a non-equilibrium geometry.

Each line ends with the natural charge from an NBO analysis.
CARTESIAN COORDINATES (ANGSTROEM)
C1 1.337 0.068 1.348  -0.674
C2 -1.399 1.322 0.717  -0.630
C3 0.200 -0.693 0.763  0.126
C4 -1.080 -0.132 0.481  -0.408
H1 0.228 -1.767 0.911  0.217
H2 -1.921 -0.813 0.543  0.225
H3 1.088 0.318 2.388  0.228
H4 2.255 -0.517 1.330  0.232
H5 -2.293 1.611 0.158  0.220
H6 -0.586 1.976 0.390  0.209
H7 -1.589 1.541 1.773  0.211
H8 1.515 1.000 0.810  0.243
C5 -0.392 -0.384 -1.304  0.387
O1 1.784 0.235 -1.535  -0.630
O2 -1.257 -1.254 -1.904  -0.687
N1 0.905 -0.881 -1.172  -0.410
H9 2.464 -0.209 -2.057  0.471
H10 -0.744 -2.072 -2.017  0.487
H11 -0.513 0.652 -1.624  0.181

Output
Orbital gap, eV: 8.17
Total charge: 0
Multiplicity: 1

***

The following is a DFT calculation (wB97M-V/def2-TZVPD) of a gas-phase ion, C5H11NO2 (charge +1) in a non-equilibrium geometry.

Each line ends with the Löwdin spin population.
CARTESIAN COORDINATES (ANGSTROEM)
C1 0.281 -0.269 0.644  0.076
N1 -1.098 -0.699 0.397  0.514
C2 -1.382 -1.432 -0.772  0.011
O1 -0.740 -1.127 -1.877  -0.025
O2 -2.334 -2.170 -0.802  0.273
C3 0.345 1.248 0.200  0.078
C4 1.348 2.007 1.011  0.021
C5 2.859 1.819 0.967  0.004
H1 0.941 -0.890 0.045  0.015
H2 0.438 -0.288 1.721  0.004
H3 -1.689 -0.960 1.194  0.009
H4 0.026 -0.551 -1.910  0.000
H5 0.762 1.250 -0.827  0.004
H6 -0.640 1.703 0.268  0.000
H7 1.064 1.944 2.097  0.005
H8 1.150 3.089 1.069  0.009
H9 3.319 2.429 1.751  0.001
H10 3.223 2.295 0.053  0.000
H11 3.242 0.810 1.098  0.001

Output
Orbital gap (alpha / beta), eV: 11.67 / 5.91
Total charge: +1
Multiplicity: 2

***

The following is a DFT calculation (wB97M-V/def2-TZVPD) of 2 unconnected molecules or ions with the total composition C5H11NO3P2 in a non-equilibrium geometry.

Each line ends with the natural charge from an NBO analysis.
CARTESIAN COORDINATES (ANGSTROEM)
C1 -5.123 2.306 -2.164  -0.277
C2 -4.373 1.560 -1.205  -0.448
P1 -3.298 0.318 -0.163  0.490
P2 -2.022 -1.200 0.841  0.832
N1 -0.864 -1.558 -0.278  -1.294
H1 -5.426 2.806 -3.204  0.275
H2 -3.154 -0.509 -1.365  0.079
H3 -2.232 1.314 0.015  0.051
H4 -4.341 0.158 0.819  -0.007
H5 -1.420 -0.674 2.065  -0.020
H6 -2.855 -2.365 1.132  -0.054
H7 0.040 -1.338 0.194  0.371
C3 4.145 0.495 0.788  -0.102
C4 3.614 0.234 -0.584  -0.102
O1 2.950 -1.008 -0.445  -0.473
C5 2.624 -1.139 0.874  0.961
O2 1.897 -2.010 1.321  -0.578
O3 3.218 -0.167 1.627  -0.482
H8 4.187 1.562 1.022  0.204
H9 5.137 0.057 0.943  0.185
H10 2.888 0.989 -0.902  0.186
H11 4.409 0.167 -1.332  0.205

Output
Orbital gap, eV: 8.21
Total charge: 0
Structure (SMILES): C#C[PH3][PH2]=N.O=C1OCCO1
Multiplicity: 1

***

The following is a DFT calculation (wB97M-V/def2-TZVPD) of 2 unconnected molecules or ions with the total composition C5H11NO3S in a non-equilibrium geometry.

Each line ends with the natural charge from an NBO analysis.
CARTESIAN COORDINATES (ANGSTROEM)
C1 1.988 1.024 0.756  -0.334
C2 1.294 0.812 2.141  -0.430
C3 1.668 -0.173 1.150  0.312
C4 -3.474 -0.056 -0.345  -0.410
C5 2.398 -1.703 -0.268  -0.259
N1 -2.402 -0.270 -1.299  -0.881
O1 -0.725 1.585 -0.435  -0.927
O2 0.007 -0.206 -1.979  -0.967
O3 1.580 -1.467 0.927  -0.463
S1 -0.783 -0.043 -0.810  1.699
H1 0.007 2.007 -0.786  0.492
H2 2.288 1.799 0.103  0.227
H3 1.951 1.140 3.080  0.177
H4 0.222 1.229 2.268  0.183
H5 -3.410 -0.934 0.311  0.193
H6 -3.213 0.789 0.183  0.201
H7 -4.327 0.140 -0.793  0.204
H8 2.648 -2.668 -0.240  0.185
H9 3.208 -1.091 -0.420  0.188
H10 1.752 -1.497 -1.272  0.205
H11 -2.677 -0.417 -2.271  0.407

Output
Orbital gap, eV: 9.34
Total charge: 0
Multiplicity: 1

***

The following is a DFT calculation (wB97M-V/def2-TZVPD) of 2 unconnected molecules or ions with the total composition C5H11NO3S in a non-equilibrium geometry.

Each line ends with the natural charge from an NBO analysis.
CARTESIAN COORDINATES (ANGSTROEM)
C1 -2.532 -0.633 -0.654  -0.373
C2 0.590 2.210 -0.066  -0.665
C3 2.322 0.079 0.319  -0.405
C4 0.590 -1.109 1.486  -0.369
C5 0.293 1.084 0.891  -0.162
N1 1.037 0.018 0.983  -0.200
O1 -2.410 -3.088 -1.852  -0.849
O2 -0.232 -1.753 -1.608  -0.858
O3 -2.403 -0.480 -2.098  -0.649
S1 -1.709 -1.822 -1.601  2.264
H1 -3.521 -0.787 -0.215  0.217
H2 -0.251 2.874 -0.087  0.225
H3 0.463 1.971 -1.111  0.205
H4 1.490 2.630 0.187  0.206
H5 2.752 -0.887 0.590  0.219
H6 2.189 0.344 -0.687  0.225
H7 2.962 0.846 0.697  0.209
H8 -2.042 0.324 -0.127  0.232
H9 1.230 -1.945 1.518  0.181
H10 -0.286 -1.079 1.952  0.172
H11 -0.535 1.203 1.485  0.176

Output
Orbital gap, eV: 6.88
Total charge: 0
Multiplicity: 1